Record 1
Here is one molecule with the formula C11H15NO in a non-equilibrium geometry from the Open Molecules 2025 dataset. Energies are from the ωB97M-V functional and the def2-TZVPD basis.

The geometry in XYZ format:
```
28
Properties=species:S:1:pos:R:3
C -1.20356 2.03905 2.11291
C -1.61846 1.73369 0.67105
C -0.37371 1.92045 -0.19417
C 1.21315 2.17590 0.30991
C 1.75103 0.75609 -0.03880
C 0.92249 0.00230 -1.10676
C 0.61253 -1.52744 -0.93475
C -0.04523 -1.92870 0.18147
C -0.69111 -3.21451 0.17358
C -0.55326 -4.05255 -0.89865
N 0.13714 -3.62883 -1.96223
C 0.63678 -2.39148 -1.96367
O -0.19190 0.87284 -1.16221
H -2.18225 2.10642 2.70272
H -0.81798 2.96026 2.20402
H -0.47457 1.36270 2.56284
H -2.04709 2.72544 0.55062
H -2.16234 0.94475 0.40298
H -0.80113 2.72232 -0.88259
H 1.72811 2.90942 -0.30330
H 1.41497 2.55331 1.37561
H 2.76376 0.68330 -0.47801
H 2.01607 0.20670 0.88536
H 1.47708 0.10952 -2.10421
H -0.12004 -1.21928 1.01436
H -1.43387 -3.53392 0.88452
H -0.97496 -5.09035 -0.98920
H 1.01834 -2.19741 -3.01340
```

Summary:
SMILES: CC[C@H]1CC[C@@H](c2cccnc2)O1
Spin multiplicity: 1
Total energy: -558.02210 Ha
Energy relative to the best compared isomer or geometry (same formula, charge and spin): 324.9 kJ/mol
Kohn-Sham gap: 10.158 eV



Record 2
Here is one molecule with the formula C4H8O2S in a non-equilibrium geometry from the Open Molecules 2025 dataset. Energies are from the ωB97M-V functional and the def2-TZVPD basis.

The geometry in XYZ format:
```
15
Properties=species:S:1:pos:R:3
C 1.11822 -1.16567 -1.25836
S 0.33337 -0.11059 -0.40024
C 0.81967 1.07424 0.92340
C -0.47476 0.98061 -1.58311
O -1.47064 -0.63877 0.53056
C -1.08564 -1.61149 1.25400
O 0.06362 -1.85811 1.55097
H 1.79496 -1.79123 -0.69181
H 1.58077 1.72013 0.50687
H -0.07893 1.61227 1.19590
H 1.19735 0.49700 1.75701
H -1.39821 1.33592 -1.14457
H 0.19586 1.80011 -1.81620
H -0.66949 0.38695 -2.46882
H -1.92616 -2.23135 1.64439
```

Summary:
SMILES: C#S(C)(C)OC=O
Spin multiplicity: 1
Total energy: -705.70155 Ha
Energy relative to the best compared isomer or geometry (same formula, charge and spin): 509.5 kJ/mol
Kohn-Sham gap: 8.859 eV



Record 3
Here is one molecule with the formula C5H6O from the Open Molecules 2025 dataset. Energies are from the ωB97M-V functional and the def2-TZVPD basis.

The geometry in XYZ format:
```
12
Properties=species:S:1:pos:R:3
C 2.13402 0.10987 0.83988
C 1.48563 -0.34166 -0.06957
C 0.37989 -0.81052 -0.90836
C -0.80490 -0.54737 0.03053
C -1.23824 0.89903 0.15690
O -1.29581 -1.43756 0.68182
H 2.68943 0.49254 1.66550
H 0.30435 -0.24029 -1.84210
H 0.44431 -1.87784 -1.13563
H -2.24586 0.98841 -0.25950
H -0.56783 1.58230 -0.37095
H -1.28500 1.18308 1.21147
```

Summary:
SMILES: C#CCC(C)=O
Spin multiplicity: 1
Total energy: -269.28263 Ha
Energy relative to the best compared isomer or geometry (same formula, charge and spin): 167.0 kJ/mol
Kohn-Sham gap: 10.530 eV